Computed, not measured: a single C4H3Cl3 molecule in a non-equilibrium geometry, with ωB97M-V/def2-TZVPD.

Values from the calculation:
Multiplicity: 1
Energy above the lowest of the compared OMol25 structures with the same formula, charge and spin: 37.6 kcal per mole
E_tot: -1534.69294 Ha
LUMO: 0.45 eV
Total charge: 0
Highest occupied orbital energy: -9.774 eV

The geometry in XYZ format:
```
10
Properties=species:S:1:pos:R:3:forces:R:3:lowdin_charge:R:1
Cl 0.907 -2.708 1.274 -0.3 0.2 -0.1 0.68
C 0.365 -1.258 0.543 0.0 2.0 -1.6 -0.78
C 0.576 -0.730 -0.690 -3.3 3.0 2.3 0.06
C -0.300 0.819 -0.071 0.9 -4.6 -1.7 -0.65
Cl -1.848 1.179 -0.787 -0.1 0.1 -0.2 0.61
C -0.394 -0.066 1.152 1.0 -0.7 2.9 -0.67
Cl 0.592 0.634 2.601 -0.4 -0.2 -0.7 0.49
H 0.656 -0.780 -1.753 0.8 -0.9 -0.2 0.08
H 0.404 1.592 -0.220 0.4 0.9 0.7 0.07
H -1.371 -0.258 1.695 1.0 0.2 -1.4 0.11
```
Forces are in eV/Å.